No. 1
C34H20BrCl2EuN6O7 | wB97M-V/def2-TZVPD

Each line ends with the Löwdin spin population.
Element x y z (Å)
Eu 0.483 -1.018 0.131  2.04
Br 1.296 -3.831 2.901  0.00
Cl 2.367 1.379 4.983  0.00
Cl 1.935 -0.256 2.591  0.00
O -0.737 -2.775 0.743  0.25
O 4.395 -1.112 -1.906  0.00
O -3.885 -2.632 4.354  0.65
O -1.001 -0.061 1.564  0.25
O -2.907 0.138 3.890  0.43
O 2.336 -0.694 -1.122  0.00
O -2.583 -4.501 2.500  0.47
N 0.990 1.528 0.114  0.00
N -2.521 9.163 2.903  0.00
N -1.196 -0.239 -1.523  0.19
N 2.530 -2.652 0.694  0.00
N 0.193 -2.524 -1.950  0.08
N 0.448 3.655 0.366  0.00
C -1.451 -0.959 -2.660  0.09
C 0.284 2.376 0.819  0.00
C -2.624 -1.363 -4.774  0.03
C -0.728 -2.154 -2.876  0.08
C -2.424 -0.544 -3.614  0.01
C -0.246 -4.128 -4.188  0.01
C -2.609 -0.875 3.234  0.35
C -1.581 -2.457 1.660  0.38
C -1.703 -0.978 2.123  0.38
C 3.544 -2.479 -0.174  0.00
C -2.021 8.212 2.464  0.00
C 0.356 6.077 0.595  0.00
C 2.637 -3.631 1.580  0.00
C 0.837 -3.651 -2.132  -0.01
C -1.936 -2.504 -4.977  -0.02
C 1.324 3.581 -0.704  0.00
C 4.658 -3.304 -0.196  0.00
C 3.438 -1.321 -1.176  0.00
C -2.430 -3.273 2.493  0.36
C -1.947 0.868 -1.329  0.09
C 1.639 2.266 -0.849  0.00
C 4.727 -4.352 0.708  0.00
C 0.667 -4.497 -3.227  0.07
C 3.704 -4.523 1.622  0.00
C -3.117 -2.302 3.488  0.45
C -1.337 4.654 1.710  0.00
C 1.606 -0.071 4.330  0.00
C -1.404 7.056 1.934  0.00
C -1.930 5.762 2.223  0.00
C -0.243 7.185 1.101  0.00
C -2.907 1.336 -2.207  0.09
C -3.151 0.623 -3.390  0.18
C -0.966 -2.951 -4.036  0.05
C -0.171 4.788 0.885  0.00
H 0.157 8.164 0.884  0.00
H -0.345 2.097 1.647  0.00
H -3.365 -1.041 -5.496  0.00
H -1.768 1.386 -0.393  0.00
H 5.427 -3.098 -0.925  0.00
H -1.766 3.684 1.914  0.00
H -3.466 2.229 -1.963  0.00
H 1.604 4.442 -1.281  0.00
H 1.243 6.182 -0.013  0.00
H 1.544 -3.926 -1.358  0.00
H 3.716 -5.312 2.358  0.00
H 2.270 1.783 -1.576  0.00
H -3.897 0.945 -4.105  0.01
H 0.530 0.007 4.453  0.00
H -0.420 -4.746 -5.062  0.00
H -2.810 5.661 2.842  0.00
H 1.240 -5.409 -3.300  0.01
H -2.117 -3.107 -5.860  0.00
H 5.573 -5.028 0.712  0.00
H 2.010 -0.943 4.831  0.00

Computed properties:
Total charge: -1
2S+1: 8
<S²>: 15.819
HOMO (alpha / beta) (Ha): -0.0853 / -0.2130
Gap between HOMO and LUMO (alpha / beta) (eV): 3.60 / 6.47

---

No. 2
C20H20CdN4O6 | wB97M-V/def2-TZVPD

Each line ends with the natural charge from an NBO analysis.
Element x y z (Å)
Cd -1.560 0.618 -1.342  1.70
O -0.279 1.443 7.487  -0.36
O 1.709 -3.503 4.111  -0.37
O -0.351 -0.755 0.618  -0.72
O -1.049 2.791 5.890  -0.36
O 1.717 -2.877 6.167  -0.37
O -0.832 1.425 0.730  -0.80
N 1.460 -2.638 4.968  0.50
N -0.479 1.738 6.278  0.50
N 0.059 -1.492 -1.881  -0.44
N 0.518 1.097 -2.709  -0.50
C 2.569 0.472 -3.786  -0.22
C 2.030 -3.440 -1.959  -0.17
C -1.862 2.880 -1.195  -0.83
C -3.103 -0.525 -0.610  -1.02
C 2.771 1.800 -4.176  -0.16
C 0.766 -3.764 -1.511  -0.25
C 0.771 2.396 -3.009  0.06
C -0.043 0.774 5.234  0.00
C -0.371 1.029 3.836  -0.10
C 0.867 -1.382 4.573  -0.03
C -0.212 -2.763 -1.487  0.07
C -2.734 0.977 -3.084  -0.88
C 1.431 0.163 -3.000  0.19
C 0.490 -1.096 3.228  -0.04
C 0.541 -0.474 5.597  -0.13
C 2.281 -2.153 -2.456  -0.22
C -0.133 0.093 2.803  -0.17
C -0.463 0.302 1.263  0.78
C 1.848 2.749 -3.817  -0.26
C 1.242 -1.189 -2.429  0.15
H 0.718 -1.834 2.494  0.25
H -1.240 -2.951 -1.163  0.21
H 3.250 -0.316 -4.005  0.22
H 3.274 -1.858 -2.784  0.21
H -3.759 0.441 -2.973  0.21
H 0.554 -4.789 -1.114  0.23
H 2.865 -4.140 -1.893  0.23
H 0.606 -0.738 6.661  0.28
H -2.761 -1.555 -0.729  0.20
H -2.544 3.111 -0.368  0.21
H -2.142 3.531 -2.043  0.17
H 0.057 3.113 -2.551  0.23
H -0.805 2.009 3.600  0.26
H -3.340 -0.190 0.413  0.22
H -4.099 -0.225 -1.277  0.19
H -0.859 3.145 -0.841  0.20
H -2.833 2.067 -2.971  0.22
H 1.933 3.831 -4.134  0.23
H -2.164 0.584 -3.935  0.22
H 3.689 2.065 -4.720  0.23

Computed properties:
Total charge: 0
HOMO (alpha / beta) (Ha): -0.3046 / -0.2884
Gap between HOMO and LUMO (alpha / beta) (eV): 7.07 / 6.56

---

No. 3
C5H15NO3 | wB97M-V/def2-TZVPD

Each line ends with the natural charge from an NBO analysis.
Element x y z (Å)
O -0.477 -2.848 -0.653  -0.95
O -0.775 -1.216 1.859  -0.77
O -2.002 1.630 -1.499  -0.73
N 1.278 -0.391 0.983  -0.65
C 1.048 1.057 0.875  -0.23
C 0.630 -0.955 2.106  0.09
C -0.976 0.625 -1.356  -0.08
C 0.350 1.320 -1.671  -0.45
C 1.392 1.504 -0.556  -0.42
H 0.207 2.274 -2.179  0.23
H -0.182 -2.828 0.263  0.48
H 1.786 2.526 -0.533  0.21
H -0.900 0.330 -0.317  0.17
H -1.367 -0.639 2.348  0.48
H 1.151 -0.738 0.042  0.38
H 0.733 -0.303 2.932  0.17
H -1.199 -0.238 -1.976  0.18
H 0.883 0.823 -2.495  0.21
H 1.019 -1.949 2.243  0.17
H -2.839 1.158 -1.542  0.46
H 0.048 1.390 1.177  0.17
H -1.243 -3.419 -0.704  0.47
H 1.739 1.600 1.524  0.19
H 2.342 0.990 -0.744  0.21

Computed properties:
SMILES: OCCCCNCO.O
Total charge: 0
HOMO (Ha): -0.3386
Gap between HOMO and LUMO (eV): 9.87

---

No. 4
H4N2OS2 | wB97M-V/def2-TZVPD

Each line ends with the natural charge from an NBO analysis.
Element x y z (Å)
S 1.072 -0.027 -2.063  0.14
S -1.843 -0.234 0.682  0.11
O 0.779 -0.595 0.482  -0.29
N -0.265 -0.412 1.345  -0.48
N 0.864 0.615 -0.438  -0.48
H -0.250 -0.427 -2.309  0.13
H -0.129 -1.356 1.818  0.38
H -1.807 1.240 0.721  0.14
H 1.581 1.196 -0.237  0.36

Computed properties:
SMILES: SNONS
Total charge: 0
HOMO (Ha): -0.3232
Gap between HOMO and LUMO (eV): 9.44

---

Across the entries above, E_tot takes the values -6367.61775 -1611.91439 -479.93073 -983.33739 hartree, respectively.
Across the entries above, molar mass takes the values 927.34 524.81 137.18 112.18 g mol⁻¹, respectively.
Across the entries above, relative energy (zero: lowest compared OMol25 entry of this formula, charge and spin) takes the values 617.8 0.0 212.3 361.2 kJ/mol, respectively.